No. 1
{"formula": "C5H11OS", "method": "the ωB97M-V functional and the def2-TZVPD basis", "symbols": ["S", "O", "C", "C", "C", "C", "C", "H", "H", "H", "H", "H", "H", "H", "H", "H", "H", "H"], "xyz": [[-1.2960, -0.8154, -0.3731], [1.0621, -0.5779, 1.3885], [-0.7462, 1.9201, -0.6923], [-1.2638, 0.8630, 0.2933], [0.3982, -2.8155, 0.8578], [0.7368, -1.3771, 0.4945], [0.7365, 1.7582, -0.9949], [1.3063, -3.2987, 1.2129], [1.0951, 2.5213, -1.6980], [0.0049, -3.3254, -0.0186], [-0.9233, 2.9211, -0.2750], [0.9085, 0.7677, -1.4268], [-0.6064, 0.8130, 1.1645], [-1.3224, 1.8204, -1.6158], [1.3132, 1.8060, -0.0746], [-2.2638, 1.1401, 0.6242], [-0.3634, -2.8085, 1.6363], [1.2239, -1.3124, -0.5030]], "atomic_forces_ev_per_a": [[-0.16, 0.07, -0.10], [0.16, 0.36, 0.35], [-0.03, -0.16, 0.15], [0.09, 0.01, -0.29], [-0.28, 0.37, -0.11], [0.06, -0.38, -0.31], [-0.05, -0.11, -0.19], [0.15, -0.19, 0.09], [-0.02, -0.09, 0.09], [0.00, -0.22, -0.06], [-0.06, 0.00, -0.05], [0.03, 0.12, -0.01], [0.08, 0.09, 0.15], [-0.04, 0.16, -0.04], [0.13, 0.03, 0.08], [-0.11, -0.02, 0.07], [0.08, -0.09, 0.07], [-0.03, 0.07, 0.11]], "homo_lumo_gap_ev": 7.1615, "homo_ev": -3.177, "total_charge": -1, "de_lowest_ev": 0.2048}


No. 2
{"formula": "C12H21N7O3", "method": "the ωB97M-V functional and the def2-TZVPD basis", "symbols": ["O", "O", "O", "N", "N", "N", "N", "N", "N", "N", "C", "C", "C", "C", "C", "C", "C", "C", "C", "C", "C", "C", "H", "H", "H", "H", "H", "H", "H", "H", "H", "H", "H", "H", "H", "H", "H", "H", "H", "H", "H", "H", "H"], "xyz": [[1.3791, -1.2042, 1.7589], [-2.1938, 1.3711, 1.9032], [1.7043, -2.2394, -0.1711], [-0.3648, 0.5500, 0.7532], [4.9899, -0.8744, -1.2998], [-6.1162, -0.5633, 0.9698], [4.2355, -1.8854, 0.7167], [-5.2998, -1.3613, -0.9281], [-1.5036, 1.4518, -1.4820], [4.6939, 0.4426, 0.4721], [1.5569, 0.7598, -0.9493], [1.2436, -1.1515, 0.5541], [-2.4202, 0.9952, -0.4397], [-6.3560, -1.3055, -0.1445], [0.5103, -0.0718, -0.2428], [-4.8388, -0.2201, 0.9005], [4.6527, -0.8204, -0.0717], [-1.6452, 1.0110, 0.8367], [2.6260, 1.6362, -0.1586], [-3.0021, -0.3960, -0.8589], [-4.3607, -0.7305, -0.2487], [3.5474, 1.1928, 0.9873], [-6.6742, -0.6054, 1.7946], [-3.2727, 1.5938, -0.2015], [4.0784, -1.7446, 1.6983], [3.3832, 1.8473, -0.9492], [-1.0730, 2.3347, -1.1260], [-0.0122, 0.4666, 1.6880], [5.0674, -2.5034, 0.5734], [-1.9419, 1.7786, -2.3460], [2.1948, 0.1536, -1.5656], [-2.4526, -1.2847, -0.8610], [-4.2145, 0.3585, 1.5650], [3.8699, 2.1765, 1.4605], [-3.2096, -0.1807, -1.9159], [2.5436, -2.5524, 0.3116], [2.1269, 2.5717, -0.0107], [4.9266, -1.8346, -1.6443], [4.9536, 1.0315, -0.2921], [3.0852, 0.7809, 1.8741], [-0.1449, -0.6359, -0.8941], [-7.3016, -1.7269, -0.4676], [1.0295, 1.3883, -1.5489]], "atomic_forces_ev_per_a": [[0.01, 1.09, -0.44], [1.53, -0.70, -1.69], [0.36, 1.47, 0.31], [0.21, 1.03, 1.27], [0.04, -1.18, -0.14], [-1.76, -1.15, -0.07], [1.97, -1.91, -0.59], [-1.79, -1.25, -0.51], [0.41, 2.00, -0.08], [-0.15, 1.31, 1.14], [2.25, -0.86, 2.07], [0.40, -2.88, 0.55], [0.29, -1.43, -0.31], [-0.60, -0.45, -1.26], [-0.33, -1.51, 1.50], [2.75, 1.03, 0.93], [-1.02, 1.77, -0.73], [-0.71, -0.43, 0.89], [-0.37, -0.53, -1.41], [-2.17, 1.68, -0.58], [2.76, 1.95, -0.39], [-0.74, 1.22, 1.20], [-0.34, 0.30, 0.28], [-0.66, 0.77, -0.39], [0.17, 0.58, 0.35], [-0.69, 0.19, 0.16], [-0.22, -0.92, -0.36], [0.54, -0.02, 0.45], [-1.40, -0.15, 0.71], [-0.37, -0.54, 0.32], [-0.28, -0.87, -0.47], [1.77, -0.98, 0.30], [-0.67, 0.06, 0.54], [0.40, -1.12, -0.87], [-0.11, -0.42, 0.00], [-1.26, 0.54, -0.73], [-0.04, 0.69, 0.84], [0.18, 0.13, -0.02], [0.98, 0.09, -0.50], [-0.37, -0.90, -0.17], [0.27, 0.16, -0.77], [0.00, 0.17, 0.60], [-1.22, 2.00, -1.90]], "homo_lumo_gap_ev": 9.0390, "smiles": "[H]/N=C(\\N)NCCC[C@H](NC(=O)[C@@H](N)Cc1c[nH]cn1)C(=O)O", "homo_ev": -8.441, "de_lowest_ev": 2.8016}


No. 3
{"formula": "C2H4N2O3S", "method": "the ωB97M-V functional and the def2-TZVPD basis", "symbols": ["S", "O", "O", "O", "N", "N", "C", "C", "H", "H", "H", "H"], "xyz": [[2.3936, 0.1110, 1.3204], [-0.3359, -1.3143, 1.0432], [1.5445, 0.6968, 2.2648], [3.6726, 0.6584, 1.0817], [1.7096, -0.6016, -0.0077], [2.2735, -1.5122, 1.0538], [-0.6968, 0.1564, -0.8812], [0.0662, -0.5687, 0.1734], [1.5081, -1.8784, 1.4885], [-0.7685, -0.5459, -1.8459], [-0.3230, 1.2139, -1.2144], [-1.7189, 0.3291, -0.6136]], "atomic_forces_ev_per_a": [[1.25, -1.38, -1.65], [0.15, 1.65, -1.90], [-1.49, 0.77, 1.41], [0.58, 0.12, -0.05], [-3.09, 1.38, -0.80], [3.22, 1.36, -0.99], [0.52, 0.70, -2.83], [1.83, -2.12, 1.31], [-2.92, -1.51, 2.10], [0.54, 1.51, 2.06], [-0.05, -2.25, 0.70], [-0.54, -0.23, 0.64]], "homo_lumo_gap_ev": 10.5529, "smiles": "CC(=O)N1NS1(=O)=O", "homo_ev": -10.440, "de_lowest_ev": 3.9768}